(1)
Formula: C37H66N3O15
Source: the OMol25 dataset
Level of theory: the ωB97M-V functional and the def2-TZVPD basis

The max |F| comes out at 3.70 eV/A. The LUMO energy comes out at -2.00 eV. As for the orbital gap: 9.922 eV. The calculation puts the energy at -2741.9995 hartree. The charge is +1.

Each atom is followed by the atoms it is bonded to, with distances in Å.
Element x y z (Å)
1 C 1.81025 -4.36194 -0.31019  C2 1.211, H28 1.057
2 C 2.04806 -3.17475 -0.34376  C1 1.211, C3 1.454
3 C 2.21772 -1.73079 -0.30243  C2 1.454, C4 1.527, H29 1.091, H30 1.087
4 C 2.07243 -1.09103 -1.68169  C3 1.527, C5 1.557, C12 1.552, N16 1.493
5 C 0.63186 -1.12327 -2.27073  C4 1.557, O6 1.407, H31 1.102, H32 1.090
6 O -0.25199 -1.74678 -1.37014  C5 1.407, C7 1.393
7 C -1.58209 -1.60493 -1.75720  O6 1.393, O8 1.412, H33 1.098, H34 1.091
8 O -1.93589 -2.58991 -2.70546  C7 1.412, C9 1.421
9 C -2.70276 -2.07596 -3.78583  O8 1.421, C10 1.531, H35 1.093, H36 1.088
10 C -1.74123 -1.66739 -4.90533  C9 1.531, O11 1.415, H37 1.096, H38 1.099
11 O -2.38849 -1.72886 -6.16209  C10 1.415, H39 0.961
12 C 2.86611 -1.96015 -2.69385  C4 1.552, C13 1.562, H40 1.084, H41 1.091
13 C 4.34338 -1.76080 -2.22847  C12 1.562, C14 1.563, H42 1.083, H43 1.085
14 C 4.27051 -0.25388 -1.81920  C13 1.563, N15 1.452, N16 1.544, H44 1.088
15 N 5.02489 -0.04208 -0.59691  C14 1.452, H45 1.009, H46 1.010
16 N 2.79653 0.20715 -1.82500  C4 1.493, C14 1.544, N17 1.431, C18 1.505
17 N 2.69232 0.83349 -3.10712  N16 1.431, H47 1.012, H48 1.014
18 C 2.61763 1.22548 -0.73162  N16 1.505, C19 1.527, H49 1.091, H50 1.087
19 C 1.28167 1.96299 -0.79192  C18 1.527, C20 1.545, H51 1.091, H52 1.090
20 C 0.08818 1.19123 -0.18600  C19 1.545, C21 1.536, H53 1.097, H54 1.090
21 C -0.33397 1.68187 1.20662  C20 1.536, C22 1.533, H55 1.096, H56 1.091
22 C -1.40656 0.77098 1.81368  C21 1.533, C23 1.547, H57 1.092, H58 1.091
23 C -0.96042 -0.67139 2.15181  C22 1.547, C24 1.545, H59 1.091, H60 1.092
24 C -0.50922 -0.90847 3.60990  C23 1.545, C25 1.536, H61 1.091, H62 1.097
25 C 0.50041 0.11509 4.14959  C24 1.536, C26 1.532, H63 1.091, H64 1.090
26 C 1.82975 0.08446 3.38826  C25 1.532, C27 1.564, H65 1.089, H66 1.093
27 C 2.62430 1.38085 3.75583  C26 1.564, H67 1.091, H68 1.087, H69 1.087
28 H 1.46785 -5.30229 0.02851  C1 1.057
29 H 3.19632 -1.55017 0.14520  C3 1.091
30 H 1.48677 -1.35454 0.40930  C3 1.087
31 H 0.25483 -0.10875 -2.48060  C5 1.102
32 H 0.62188 -1.66633 -3.21552  C5 1.090
33 H -1.80125 -0.59740 -2.13326  C7 1.098
34 H -2.20150 -1.74887 -0.87018  C7 1.091
35 H -3.34637 -1.24790 -3.47656  C9 1.093
36 H -3.36349 -2.85103 -4.16881  C9 1.088
37 H -0.93862 -2.41319 -4.87575  C10 1.096
38 H -1.31445 -0.68192 -4.67353  C10 1.099
39 H -1.69889 -1.61743 -6.82153  O11 0.961
40 H 2.49158 -2.96709 -2.84181  C12 1.084
41 H 2.89132 -1.57235 -3.71379  C12 1.091
42 H 4.97175 -1.74933 -3.11069  C13 1.083
43 H 4.61013 -2.45942 -1.44194  C13 1.085
44 H 4.84487 0.23554 -2.60304  C14 1.088
45 H 5.77797 -0.71240 -0.55920  N15 1.009
46 H 5.41333 0.88943 -0.54916  N15 1.010
47 H 3.24447 1.68141 -3.09457  N17 1.012
48 H 1.72835 1.06671 -3.31582  N17 1.014
49 H 3.40353 1.97183 -0.85350  C18 1.091
50 H 2.74154 0.80830 0.26450  C18 1.087
51 H 1.00552 2.30751 -1.78952  C19 1.091
52 H 1.41647 2.87255 -0.20690  C19 1.090
53 H -0.75192 1.32315 -0.87968  C20 1.097
54 H 0.23929 0.11489 -0.10591  C20 1.090
55 H -0.79562 2.66400 1.05028  C21 1.096
56 H 0.52269 1.85886 1.85796  C21 1.091
57 H -1.88712 1.19510 2.69763  C22 1.092
58 H -2.18846 0.67991 1.05813  C22 1.091
59 H -0.18590 -1.06612 1.49221  C23 1.091
60 H -1.83511 -1.30694 1.99648  C23 1.092
61 H -1.37667 -1.03129 4.25936  C24 1.091
62 H -0.00096 -1.88074 3.62356  C24 1.097
63 H 0.03812 1.09903 4.05248  C25 1.091
64 H 0.68927 -0.12170 5.19696  C25 1.090
65 H 2.38859 -0.82610 3.60008  C26 1.089
66 H 1.65696 0.12444 2.31011  C26 1.093
67 H 2.61757 2.04401 2.89010  C27 1.091
68 H 2.08989 1.91220 4.53917  C27 1.087
69 H 3.62976 1.11212 4.07094  C27 1.087
70 C 2.07907 -10.26675 1.74610  C71 1.509, H77 1.091, H78 1.090, H79 1.090
71 C 2.53815 -8.99723 1.07131  C70 1.509, C72 1.508, O76 1.438, H80 1.094
72 C 3.96668 -9.04383 0.59082  C71 1.508, O73 1.433, H81 1.088, H82 1.093
73 O 4.33351 -7.65854 0.61084  C72 1.433, C74 1.359
74 C 3.58850 -7.06750 1.58119  O73 1.359, O75 1.187, O76 1.360
75 O 3.78675 -5.98088 2.01503  C74 1.187
76 O 2.58727 -7.89148 1.98987  C71 1.438, C74 1.360
77 H 2.64145 -10.44291 2.66365  C70 1.091
78 H 1.02766 -10.19772 2.02432  C70 1.090
79 H 2.20494 -11.12217 1.08203  C70 1.090
80 H 1.85370 -8.73139 0.26029  C71 1.094
81 H 4.06439 -9.46128 -0.40863  C72 1.088
82 H 4.62563 -9.58527 1.27392  C72 1.093
83 C -4.25309 5.75864 -0.52814  C84 1.509, H90 1.089, H91 1.090, H92 1.091
84 C -3.18413 4.71742 -0.75214  C83 1.509, C85 1.506, O89 1.444, H93 1.094
85 C -2.81314 4.53507 -2.20002  C84 1.506, O86 1.438, H94 1.088, H95 1.092
86 O -2.34846 3.17382 -2.21748  C85 1.438, C87 1.356
87 C -3.01186 2.52594 -1.22767  O86 1.356, O88 1.195, O89 1.343
88 O -3.02843 1.33770 -1.09959  C87 1.195
89 O -3.64065 3.39013 -0.41416  C84 1.444, C87 1.343
90 H -5.18940 5.45157 -0.99138  C83 1.089
91 H -4.45005 5.88687 0.53628  C83 1.090
92 H -3.94884 6.72245 -0.94027  C83 1.091
93 H -2.30474 4.93430 -0.13782  C84 1.094
94 H -2.03599 5.22111 -2.52885  C85 1.088
95 H -3.67205 4.61313 -2.86988  C85 1.092
96 C -8.14152 -0.42251 -1.33658  C97 1.509, H103 1.091, H104 1.090, H105 1.090
97 C -7.66434 0.86430 -1.96384  C96 1.509, C98 1.508, O102 1.439, H106 1.093
98 C -6.20950 0.84517 -2.36181  C97 1.508, O99 1.433, H107 1.088, H108 1.093
99 O -5.86734 2.23511 -2.29782  C98 1.433, C100 1.360
100 C -6.67866 2.79680 -1.36181  O99 1.360, O101 1.188, O102 1.353
101 O -6.51309 3.87919 -0.90165  C100 1.188
102 O -7.68441 1.95555 -1.02615  C97 1.439, C100 1.353
103 H -7.62951 -0.60593 -0.39114  C96 1.091
104 H -9.20791 -0.37291 -1.11800  C96 1.090
105 H -7.96511 -1.26479 -2.00607  C96 1.090
106 H -8.30522 1.13427 -2.80769  C97 1.093
107 H -6.04850 0.44636 -3.36110  C98 1.088
108 H -5.58055 0.30312 -1.65074  C98 1.093
109 C 2.21543 5.62068 5.75062  C110 1.509, H116 1.091, H117 1.090, H118 1.090
110 C 2.70014 5.56639 4.32255  C109 1.509, C111 1.508, O115 1.440, H119 1.094
111 C 2.62690 6.88885 3.60238  C110 1.508, O112 1.436, H120 1.087, H121 1.092
112 O 2.49988 6.47253 2.23376  C111 1.436, C113 1.352
113 C 1.88172 5.26988 2.24920  O112 1.352, O114 1.192, O115 1.351
114 O 1.42262 4.72597 1.29329  C113 1.192
115 O 1.84508 4.75298 3.49684  C110 1.440, C113 1.351
116 H 1.15325 5.86505 5.79072  C109 1.091
117 H 2.33930 4.65333 6.23727  C109 1.090
118 H 2.77331 6.36607 6.31747  C109 1.090
119 H 3.70813 5.14426 4.28171  C110 1.094
120 H 3.51408 7.50055 3.74603  C111 1.087
121 H 1.74131 7.46965 3.87045  C111 1.092

=====

(2)
Formula: H4N4O2
Source: the OMol25 dataset
Level of theory: the ωB97M-V functional and the def2-TZVPD basis

The energy above the lowest of the compared OMol25 structures with the same formula, charge and spin comes out at 32.1 kcal/mol. The max |F| comes out at 3.84 eV/A. The LUMO energy comes out at 0.52 eV. The SMILES is [H]/N=[N+](\[O-])O.[H]/N=N/[H]. As for the orbital gap: 9.932 eV. The calculation puts the energy at -371.6855 hartree. The charge is 0.

Each atom is followed by the atoms it is bonded to, with distances in Å.
Element x y z (Å)
1 H -1.14525 -1.58110 0.21490  N2 1.086
2 N -0.63437 -0.71935 -0.20519  H1 1.086, N3 1.237
3 N -1.29866 0.07442 -0.88219  N2 1.237, O4 1.165, O5 1.352
4 O -2.31527 -0.10604 -1.42274  N3 1.165
5 O -0.64812 1.25319 -1.00755  N3 1.352, H6 0.970
6 H 0.17608 1.16763 -0.50290  O5 0.970
7 H 1.71392 0.79799 2.04842  N8 1.029
8 N 1.15328 0.38065 1.29337  H7 1.029, N9 1.268
9 N 1.85528 -0.43853 0.62772  N8 1.268, H10 1.134
10 H 1.14310 -0.82884 -0.16384  N9 1.134

=====

(3)
Formula: C3H16N2O5
Source: the OMol25 dataset
Level of theory: the ωB97M-V functional and the def2-TZVPD basis

The energy above the lowest of the compared OMol25 structures with the same formula, charge and spin comes out at 0.0 kcal/mol. The max |F| comes out at 0.88 eV/A. The LUMO energy comes out at 0.39 eV. The SMILES is CC(=O)NCN.O.O.O.O. As for the orbital gap: 10.287 eV. The calculation puts the energy at -609.6495 hartree. The charge is 0.

Each atom is followed by the atoms it is bonded to, with distances in Å.
Element x y z (Å)
1 C 0.51310 -2.13260 1.05009  C2 1.498, H7 1.091, H8 1.089, H9 1.094
2 C 1.45605 -0.97640 0.91626  C1 1.498, O3 1.215, N4 1.370
3 O 2.54252 -0.92038 1.45730  C2 1.215
4 N 0.99580 0.05486 0.14127  C2 1.370, C5 1.467, H10 0.993
5 C 1.93746 1.07472 -0.33221  N4 1.467, N6 1.448, H11 1.083, H12 1.074
6 N 1.54181 1.55449 -1.63982  C5 1.448, H13 1.005, H14 1.020
7 H 0.79531 -2.93570 0.36723  C1 1.091
8 H 0.57947 -2.56760 2.04584  C1 1.089
9 H -0.53660 -1.87988 0.87378  C1 1.094
10 H 0.21321 -0.12786 -0.44213  N4 0.993
11 H 1.94927 1.90986 0.35781  C5 1.083
12 H 2.91815 0.63585 -0.34150  C5 1.074
13 H 1.35861 2.54235 -1.65916  N6 1.005
14 H 2.19119 1.30562 -2.38652  N6 1.020
15 O -0.21207 -0.75870 -2.71605  H16 0.972, H17 0.967
16 H -0.95199 -0.77924 -2.08655  O15 0.972
17 H 0.34333 -0.03044 -2.40562  O15 0.967
18 O -1.02197 2.09773 1.05437  H19 0.965, H20 0.964
19 H -1.17423 2.07664 0.10178  O18 0.965
20 H -0.21623 1.57884 1.16035  O18 0.964
21 O -2.78045 0.10620 1.77193  H22 0.979, H23 0.976
22 H -2.25081 0.91738 1.62867  O21 0.979
23 H -2.50589 -0.24955 2.63837  O21 0.976
24 O -2.24550 -0.70601 -0.72442  H25 0.972, H26 0.970
25 H -2.47379 -0.51116 0.20035  O24 0.972
26 H -2.96575 -1.27902 -1.03141  O24 0.970